<P>
Formula: C2H8N2O
Source: the OMol25 dataset
Level of theory: ωB97M-V/def2-TZVPD

Each line ends with the natural charge from an NBO analysis.
Element x y z (Å)
N  0.25  -0.41  1.44  -0.876
C  -0.26  0.38  0.24  0.086
N  -1.68  0.30  0.08  -0.831
C  0.45  -0.15  -1.02  -0.080
O  1.83  0.14  -1.03  -0.716
H  -0.01  -1.40  1.40  0.351
H  1.25  -0.30  1.54  0.368
H  0.02  1.42  0.42  0.171
H  -1.97  -0.66  -0.07  0.351
H  -2.14  0.63  0.92  0.371
H  -0.06  0.21  -1.92  0.170
H  0.38  -1.26  -0.91  0.170
H  1.94  1.09  -1.09  0.464

- HOMO energy (Eh) = -0.3385
- Kohn-Sham gap (eV) = 10.20
- structure (SMILES) = NC(N)CO

***

<Q>
Formula: C2H8N2O
Source: the OMol25 dataset
Level of theory: ωB97M-V/def2-TZVPD

Each line ends with the natural charge from an NBO analysis.
Element x y z (Å)
N  -1.43  0.39  -1.14  -0.846
C  -2.24  0.57  -0.07  0.531
O  -1.89  0.46  1.10  -0.637
H  -0.46  0.11  -0.92  0.432
H  -1.69  0.87  -1.99  0.385
H  -3.20  0.97  -0.42  0.094
C  2.08  -0.23  0.48  -0.413
N  0.72  -0.76  0.18  -0.867
H  2.21  0.87  0.14  0.187
H  2.25  -0.24  1.55  0.183
H  2.81  -0.78  -0.07  0.194
H  0.17  -0.48  1.01  0.391
H  0.66  -1.77  0.15  0.366

- HOMO energy (Eh) = -0.3504
- Kohn-Sham gap (eV) = 10.58
- structure (SMILES) = NC=O.CN

***

<R>
Formula: C2H8N2O
Source: the OMol25 dataset
Level of theory: ωB97M-V/def2-TZVPD

Each line ends with the natural charge from an NBO analysis.
Element x y z (Å)
C  0.14  0.59  -0.08  -0.364
C  1.50  0.85  0.55  -0.605
N  -0.56  -0.46  0.56  0.107
N  -1.85  -0.37  0.49  -0.466
O  -0.11  -1.51  -1.27  -1.067
H  0.16  -2.39  -1.58  0.445
H  -2.35  -1.17  0.83  0.391
H  -2.28  0.15  -0.28  0.369
H  -0.47  1.50  -0.21  0.182
H  0.29  0.06  -1.10  0.360
H  1.41  1.27  1.56  0.202
H  2.06  1.56  -0.06  0.216
H  2.07  -0.08  0.60  0.229

- HOMO energy (spin up / spin down) (Eh) = -0.3170 / -0.3169
- Kohn-Sham gap (spin up / spin down) (eV) = 8.43 / 8.43

***

Which structure wins on stability? <Q> wins.